Molecular formula: C38H74Br6Hg2N4O4
Method: DFT, ωB97M-V/def2-TZVPD

Last column: Mulliken charge in e.
Element x y z (Å)
Hg (10.515104, 2.426319, 0.366709)  2.10
Hg (13.081084, 3.570697, 3.449384)  1.67
C (12.254301, 7.194268, 0.034656)  -0.27
C (12.989373, 6.318898, 1.144514)  0.82
C (13.923936, 7.272167, 2.010780)  -1.33
C (13.098327, 8.136120, 2.963506)  -0.68
C (12.311326, 7.301741, 3.842386)  -1.05
C (11.373693, 6.281661, 3.137768)  1.90
N (12.160309, 5.541725, 2.114959)  -0.10
O (11.482606, 4.403373, 1.538486)  0.91
C (10.135540, 7.070422, 2.498049)  -0.85
C (10.865658, 5.346182, 4.344955)  -2.98
C (13.954076, 5.428123, 0.352847)  -1.65
H (11.390999, 7.605226, 0.558033)  -0.26
H (11.804186, 6.589642, -0.752703)  -0.45
H (12.768281, 8.113744, -0.245467)  0.40
H (14.582066, 7.743868, 1.281082)  0.46
H (14.610769, 6.662375, 2.597746)  0.19
H (12.443284, 8.727200, 2.323470)  0.23
H (13.862595, 8.766274, 3.418376)  0.55
H (11.732548, 8.057923, 4.372778)  0.37
H (13.014353, 6.698609, 4.416908)  0.27
H (10.369317, 8.125434, 2.355155)  0.30
H (9.261413, 6.974766, 3.142119)  0.11
H (9.932358, 6.581555, 1.545256)  -0.23
H (10.198693, 5.825252, 5.061710)  0.31
H (11.657444, 4.885794, 4.935895)  0.48
H (10.361430, 4.466987, 3.943864)  0.53
H (14.805246, 5.159261, 0.978412)  0.26
H (14.414087, 5.926470, -0.500453)  0.49
H (13.530285, 4.529952, -0.096372)  0.02
C (9.088562, 2.770029, -3.875694)  -1.92
C (9.976167, 3.244927, -2.712458)  2.29
C (10.638433, 4.638368, -3.040133)  -1.35
C (9.819289, 5.913609, -3.068326)  -0.95
C (8.985310, 5.884796, -1.760035)  0.50
C (8.102747, 4.621400, -1.301309)  0.78
N (9.119402, 3.490739, -1.472353)  1.50
O (8.550848, 2.325135, -0.973610)  -0.88
C (6.794851, 4.466034, -2.242700)  -1.49
C (7.710835, 4.937299, 0.213298)  -1.12
C (11.133298, 2.112648, -2.443299)  -2.50
H (9.597042, 2.095147, -4.564221)  0.48
H (8.699010, 3.595170, -4.471926)  0.32
H (8.269721, 2.129636, -3.547839)  0.36
H (11.033279, 4.622185, -4.055972)  0.25
H (11.466002, 4.900301, -2.380870)  0.28
H (9.063275, 5.831715, -3.849257)  0.48
H (10.558785, 6.705658, -3.186305)  0.34
H (8.257374, 6.687481, -1.878021)  0.37
H (9.587416, 6.184838, -0.902397)  -0.95
H (6.184406, 3.601082, -1.983257)  0.34
H (7.116895, 4.503111, -3.283375)  0.30
H (6.013580, 5.214172, -2.108480)  0.41
H (8.581287, 5.178373, 0.823459)  -0.10
H (7.187215, 4.095916, 0.667174)  0.43
H (7.058787, 5.800998, 0.343481)  -0.04
H (11.897363, 2.503556, -1.771363)  0.41
H (11.719263, 1.915314, -3.340966)  0.57
H (10.712519, 1.131237, -2.224509)  0.48
C (13.023520, -1.469954, 1.852916)  -1.57
C (12.015119, -0.522944, 1.082897)  0.91
C (10.984547, -1.337881, 0.173230)  -0.71
C (9.852306, -1.923971, 1.012739)  -1.09
C (9.204859, -0.696089, 1.783608)  -1.34
C (10.088189, 0.138491, 2.742186)  1.38
N (11.251398, 0.472029, 1.913897)  -0.23
O (11.938679, 1.684105, 2.277295)  0.35
C (10.285484, -0.600756, 4.108325)  -1.62
C (9.131119, 1.435944, 3.065123)  -1.62
C (12.895309, 0.068197, 0.017453)  -1.40
H (13.310838, -2.354713, 1.284804)  0.36
H (12.491225, -1.921894, 2.689883)  0.36
H (13.773770, -0.902312, 2.403382)  0.20
H (11.464530, -2.176733, -0.330786)  0.60
H (10.545720, -0.777671, -0.652414)  -0.06
H (10.079849, -2.805225, 1.612505)  0.36
H (9.003030, -2.282931, 0.431401)  0.49
H (8.517259, -1.157841, 2.492188)  0.42
H (8.515224, -0.106520, 1.179534)  0.51
H (9.349675, -0.646413, 4.665351)  0.48
H (11.066977, -0.095939, 4.676238)  0.14
H (10.545473, -1.651855, 3.983078)  0.44
H (8.090108, 1.156034, 3.226513)  0.44
H (9.187094, 2.217234, 2.307133)  -0.04
H (9.482415, 2.016538, 3.918112)  0.23
H (12.527856, 1.003858, -0.404012)  -0.22
H (13.205704, -0.673176, -0.718838)  0.47
H (13.871457, 0.125269, 0.499075)  0.27
C (17.458362, 2.566682, 5.154416)  -1.76
C (16.102495, 2.433889, 4.354940)  0.87
C (16.072534, 0.970187, 3.867339)  -0.77
C (15.468878, 0.035236, 4.984120)  -1.14
C (14.107697, 0.489852, 5.606329)  0.18
C (14.183908, 2.008543, 6.036748)  1.25
N (14.853665, 2.875545, 4.979792)  1.38
O (14.572671, 4.273313, 5.118656)  -0.76
C (14.999519, 1.977474, 7.350100)  -1.75
C (12.636867, 2.427119, 6.338131)  -1.80
C (16.346320, 3.185824, 3.043779)  -1.90
H (17.473364, 3.576694, 5.564009)  0.39
H (18.361612, 2.350574, 4.583865)  0.45
H (17.397953, 1.962306, 6.059504)  0.32
H (17.077355, 0.547792, 3.871657)  0.31
H (15.582781, 0.850981, 2.900889)  0.17
H (16.125158, 0.014215, 5.854148)  0.60
H (15.269764, -0.992492, 4.680420)  0.51
H (13.677382, -0.197745, 6.334432)  0.53
H (13.380075, 0.522251, 4.795393)  -0.77
H (15.222675, 2.994061, 7.673908)  0.44
H (16.027638, 1.621625, 7.416742)  0.29
H (14.554913, 1.500183, 8.223374)  0.42
H (12.565685, 3.501562, 6.507252)  0.38
H (12.228371, 2.036605, 7.270183)  0.55
H (11.950740, 2.210916, 5.519236)  -0.06
H (17.360197, 2.869250, 2.798965)  0.60
H (16.302976, 4.272762, 3.113020)  0.22
H (15.648549, 3.007696, 2.225556)  0.29
C (6.963356, 6.127042, 5.572648)  -0.32
Br (6.417692, 5.034438, 3.978340)  0.04
Br (6.347514, 5.149857, 7.233036)  -0.06
Br (5.982270, 7.902570, 5.311583)  -0.03
H (8.014151, 6.383855, 5.706752)  0.36
C (6.796516, 9.005615, 0.201993)  -0.43
Br (6.132046, 7.860477, 1.859091)  -0.01
Br (8.827778, 9.164023, 0.071093)  0.03
Br (5.800761, 10.773920, 0.275174)  -0.06
H (6.490012, 8.496842, -0.711962)  0.41

Cartesian forces (eV/Å) of the 3 atoms listed first:
Hg -0.836 0.200 0.502
Hg 0.280 0.275 -0.482
C -1.460 -0.260 2.335

Values from the calculation:
Relative energy (zero: lowest compared OMol25 entry of this formula, charge and spin) = 167.3 kcal per mole
2S+1 = 1
E_LUMO = -1.2 eV
Maximum force = 4.08 eV/A

***

Molecular formula: C26H69AgN6O8
Method: DFT, ωB97M-V/def2-TZVPD

Last column: Mulliken spin population.
Element x y z (Å)
Ag (-0.884334, -2.366604, 2.827973)  0.41
C (-0.863756, 1.245404, 0.808725)  0.00
C (-1.011524, -0.023742, 1.548542)  -0.04
O (-1.264943, -1.061987, 0.914796)  0.11
O (-0.828036, -0.033951, 2.800777)  0.34
H (-0.876291, 2.119910, 1.459248)  0.01
H (-1.567099, 1.401792, -0.009174)  0.00
H (0.069188, 1.194049, 0.247383)  0.00
C (3.091695, 2.720136, 3.692615)  0.00
C (3.750508, 3.783875, 2.804886)  0.00
C (4.053977, 3.282562, 1.383360)  0.00
O (2.920291, 2.665522, 0.891375)  0.00
C (2.792052, 2.546392, -0.544467)  0.00
N (2.816957, 4.832829, 2.810528)  0.00
H (2.986014, 2.977674, 4.746469)  0.00
H (3.704714, 1.819274, 3.664930)  0.00
H (2.103082, 2.468595, 3.308598)  0.00
H (4.680984, 3.969396, 3.341455)  0.00
H (4.757276, 2.453492, 1.461585)  0.00
H (4.415080, 4.023295, 0.669914)  0.00
H (3.263283, 3.408926, -1.015710)  0.00
H (1.741068, 2.649727, -0.814360)  0.00
H (3.170220, 1.608106, -0.950306)  0.00
H (3.240938, 5.543781, 2.231826)  0.00
H (2.082943, 4.393842, 2.273284)  0.00
C (-4.423639, -4.793722, 1.155812)  0.02
C (-3.508700, -3.628168, 1.625607)  -0.02
C (-3.955264, -3.182002, 2.997234)  0.00
O (-3.034866, -2.247289, 3.516068)  0.03
C (-3.501449, -1.485384, 4.649363)  0.00
N (-2.119509, -4.001431, 1.665255)  0.10
H (-4.179855, -4.952124, 0.105294)  0.00
H (-5.438413, -4.398276, 1.200057)  0.00
H (-4.294955, -5.666402, 1.796092)  0.00
H (-3.643723, -2.671682, 1.120640)  0.00
H (-3.978875, -4.054687, 3.649896)  0.00
H (-4.874288, -2.608424, 2.876858)  0.00
H (-2.700769, -1.085975, 5.271851)  0.00
H (-4.266182, -1.924888, 5.289772)  0.00
H (-4.018610, -0.569105, 4.364628)  0.00
H (-2.087721, -4.910609, 2.103978)  0.00
H (-1.866478, -4.420466, 0.781804)  -0.01
C (-1.818784, -4.988262, -1.820075)  0.00
C (-0.528575, -4.133292, -1.991220)  0.00
C (-0.654737, -3.220738, -3.177225)  0.00
O (-1.075847, -3.946579, -4.301724)  0.00
C (-0.037061, -4.738360, -4.871749)  0.00
N (-0.297191, -3.358175, -0.726164)  0.00
H (-1.971775, -5.733683, -2.600492)  0.00
H (-2.793274, -4.509585, -1.723431)  0.00
H (-1.572182, -5.715859, -1.046841)  0.00
H (0.261841, -4.844779, -2.230286)  0.00
H (0.320274, -2.738147, -3.244585)  0.00
H (-1.338228, -2.405230, -2.940804)  0.00
H (-0.156399, -5.004015, -5.922120)  0.00
H (-0.034785, -5.689545, -4.339435)  0.00
H (0.953052, -4.284254, -4.832210)  0.00
H (-0.991865, -2.625054, -0.718989)  0.00
H (0.614244, -2.923129, -0.714996)  0.00
C (-1.705147, 0.415040, -2.655703)  0.00
C (-0.435592, 0.562744, -3.509806)  0.00
C (-0.614161, 0.829170, -4.989168)  0.00
O (0.505441, 0.617650, -5.810313)  0.00
C (0.820017, -0.829537, -6.212488)  0.00
N (0.308150, 1.634345, -2.923411)  0.00
H (-2.208989, 1.375087, -2.543639)  0.00
H (-1.704837, 0.004355, -1.646029)  0.00
H (-2.414751, -0.267020, -3.124055)  0.00
H (0.055354, -0.404353, -3.401167)  0.00
H (-0.797955, 1.898446, -5.093880)  0.00
H (-1.503873, 0.338663, -5.384037)  0.00
H (0.052365, -1.323161, -6.808426)  0.00
H (0.813136, -1.547289, -5.392196)  0.00
H (1.812890, -0.819573, -6.662170)  0.00
H (0.476422, 1.448224, -1.945073)  0.00
H (1.200309, 1.880561, -3.327791)  0.00
C (2.684410, -1.340370, 3.563958)  0.00
C (2.179032, -1.687596, 2.234647)  0.00
C (3.136390, -1.797229, 1.012644)  0.01
O (2.467265, -2.123183, -0.193852)  0.00
C (3.237517, -1.873824, -1.410001)  0.00
N (1.330759, -2.890116, 2.254721)  0.06
H (3.533969, -1.968191, 3.832664)  0.00
H (1.898708, -1.442154, 4.312564)  0.00
H (3.074869, -0.324349, 3.506107)  0.00
H (1.477255, -0.891130, 1.987144)  -0.01
H (4.011431, -2.422802, 1.188888)  0.00
H (3.629611, -0.837200, 0.860420)  0.00
H (2.671245, -2.141630, -2.302035)  0.00
H (4.138321, -2.487439, -1.421036)  0.00
H (3.547284, -0.831446, -1.484721)  0.00
H (1.928395, -3.596445, 2.659732)  0.00
H (1.418610, -3.190395, 1.294401)  0.00
C (-0.492003, 5.753787, -1.552361)  0.00
C (-1.449320, 5.621293, -0.251669)  0.00
C (-0.630635, 5.617294, 1.072306)  0.00
O (-1.468255, 5.263183, 2.238311)  0.00
C (-0.726886, 4.774976, 3.379902)  0.00
N (-2.416808, 6.698787, -0.369829)  0.00
H (0.159350, 6.577644, -1.260658)  0.00
H (-0.986352, 6.047442, -2.478366)  0.00
H (-0.007592, 4.792974, -1.726392)  0.00
H (-1.998806, 4.697248, -0.431451)  0.00
H (-0.173061, 6.581115, 1.295409)  0.00
H (0.303747, 5.062755, 0.985583)  0.00
H (-0.044375, 5.561736, 3.701290)  0.00
H (-0.159299, 3.856641, 3.229556)  0.00
H (-1.444402, 4.539358, 4.165873)  0.00
H (-2.843663, 6.828787, 0.536262)  0.00
H (-1.975187, 7.594150, -0.522767)  0.00

Cartesian forces (eV/Å) of the 3 atoms listed first:
Ag 0.008 0.019 -1.004
C 0.155 1.148 -0.427
C -0.436 0.450 -1.253

Values from the calculation:
Relative energy (zero: lowest compared OMol25 entry of this formula, charge and spin) = 29.9 kcal per mole
Expectation value of S² = 0.7569
Total charge = +1
2S+1 = 2
E_LUMO (spin up / spin down) = -2.4 / -6.2 eV
Maximum force = 3.21 eV/A

***

Molecular formula: C48H40ClMoN2O9P2
Method: DFT, ωB97M-V/def2-TZVPD

Last column: Mulliken spin population.
Element x y z (Å)
Mo (0.315754, 0.709414, -0.952138)  2.07
O (4.338117, -1.484931, -1.940772)  0.00
C (3.610935, -0.361906, -2.025849)  0.01
O (3.878241, 0.674040, -1.493338)  0.00
C (2.520643, -0.473927, -3.072329)  0.00
C (2.893670, -0.965369, -4.308448)  -0.01
C (2.044809, -0.801728, -5.395600)  0.02
C (0.867700, -0.114174, -5.199939)  -0.01
C (0.544251, 0.296410, -3.920399)  0.04
N (1.322693, 0.086627, -2.849225)  -0.14
C (-0.747812, 1.065834, -3.707943)  0.01
O (-1.418110, 1.392475, -4.652470)  0.01
O (-1.006835, 1.336805, -2.451076)  0.00
H (5.058166, -1.300349, -1.314426)  0.00
H (3.859436, -1.440255, -4.408987)  0.00
H (2.321452, -1.172605, -6.374544)  0.00
H (0.170920, 0.124068, -5.991236)  0.00
C (-3.489869, 3.489658, 4.110209)  0.00
O (-2.681181, 4.542877, 3.584114)  0.00
C (-1.852024, 4.252483, 2.571583)  -0.01
C (-1.115841, 5.350549, 2.073098)  0.01
C (-0.280347, 5.148614, 1.021830)  0.00
C (-0.113468, 3.873174, 0.420771)  0.00
C (0.720251, 3.752276, -0.736381)  0.01
C (1.434425, 4.943036, -1.304161)  -0.01
O (0.904351, 2.682181, -1.365159)  0.05
C (-0.826616, 2.782147, 0.969203)  0.00
O (-0.724671, 1.545908, 0.527513)  0.09
C (-1.704907, 2.986961, 2.036031)  0.03
H (-4.116210, 3.942852, 4.870011)  0.00
H (-2.865239, 2.716030, 4.559655)  0.00
H (-4.112283, 3.054414, 3.327493)  0.00
H (-1.241073, 6.322018, 2.531069)  0.00
H (0.269764, 5.993344, 0.630219)  0.00
H (0.728701, 5.732120, -1.564436)  0.00
H (1.979744, 4.635740, -2.190300)  0.00
H (2.136482, 5.347725, -0.571993)  0.00
H (-2.245300, 2.128359, 2.406562)  0.01
C (-2.025240, -3.070074, 0.401449)  0.00
N (-1.237273, -1.910976, -0.008643)  0.01
P (0.415781, -1.530453, 0.373331)  -0.02
C (1.108629, -3.170413, 0.030516)  -0.07
C (1.032804, -4.207752, 0.956505)  0.00
C (1.524625, -5.467321, 0.631160)  0.00
C (2.091756, -5.698110, -0.613289)  0.00
C (2.169444, -4.665785, -1.540085)  0.00
C (1.682728, -3.409954, -1.214230)  0.04
C (0.274769, -1.327506, 2.192751)  0.00
C (-0.902657, -0.800221, 2.719893)  0.00
C (-1.041818, -0.619122, 4.089737)  0.00
C (-0.008058, -0.966886, 4.948737)  0.00
C (1.163181, -1.507636, 4.434207)  0.00
C (1.303095, -1.684763, 3.066303)  0.00
P (-1.697267, -0.694619, -1.031469)  -0.06
C (-3.210068, 0.150134, -0.473342)  -0.01
C (-3.444654, 1.503181, -0.722127)  -0.02
C (-4.626712, 2.096885, -0.305480)  0.00
C (-5.589492, 1.353895, 0.364729)  0.00
C (-5.368793, 0.006004, 0.609423)  0.00
C (-4.190095, -0.594386, 0.185324)  0.00
C (-2.123574, -1.483773, -2.596243)  -0.02
C (-1.411742, -2.625799, -2.975325)  0.00
C (-1.690245, -3.248743, -4.182886)  0.00
C (-2.672309, -2.728639, -5.017747)  0.00
C (-3.371634, -1.587351, -4.650214)  0.00
C (-3.101660, -0.964016, -3.440899)  0.00
H (-1.383180, -3.942769, 0.488610)  0.00
H (-2.775909, -3.299550, -0.355315)  0.00
H (-2.517294, -2.911610, 1.362569)  0.00
H (0.613237, -4.037321, 1.940608)  0.00
H (1.463426, -6.268642, 1.356902)  0.00
H (2.476255, -6.679759, -0.860740)  0.00
H (2.619229, -4.836258, -2.510598)  0.00
H (1.745867, -2.613904, -1.941307)  0.04
H (-1.714308, -0.515711, 2.061167)  0.00
H (-1.965427, -0.211506, 4.484405)  0.00
H (-0.114921, -0.821217, 6.016385)  0.00
H (1.972633, -1.790307, 5.096102)  0.00
H (2.216756, -2.112469, 2.676440)  0.00
H (-2.710410, 2.095468, -1.246414)  0.00
H (-4.792747, 3.147214, -0.510032)  0.00
H (-6.512879, 1.820940, 0.685728)  0.00
H (-6.117211, -0.587553, 1.119730)  0.00
H (-4.056443, -1.648448, 0.371574)  0.00
H (-0.645529, -3.030538, -2.322637)  0.00
H (-1.147791, -4.141126, -4.468876)  0.00
H (-2.895399, -3.217625, -5.957886)  0.00
H (-4.125644, -1.175896, -5.308506)  0.00
H (-3.641513, -0.066700, -3.164817)  0.00
Cl (6.265852, 1.992415, 5.290945)  0.00
C (5.238635, 1.483091, 3.991323)  0.00
C (5.463300, 0.250071, 3.393619)  0.00
C (4.623862, -0.162267, 2.373075)  0.00
C (3.589131, 0.659292, 1.945494)  0.00
C (3.384760, 1.896805, 2.542899)  0.00
C (4.209012, 2.313780, 3.575852)  0.00
C (2.652388, 0.175102, 0.910516)  -0.03
O (2.608249, -1.031208, 0.598131)  -0.01
O (1.862378, 1.035236, 0.387306)  -0.04
H (6.281780, -0.371758, 3.731462)  0.00
H (4.766347, -1.128987, 1.905112)  0.00
H (2.571345, 2.524604, 2.202298)  0.00
H (4.059920, 3.270413, 4.058576)  0.00

Cartesian forces (eV/Å) of the 3 atoms listed first:
Mo -0.037 0.660 0.381
O -0.088 0.207 0.184
C -0.046 -0.222 -0.551

Values from the calculation:
Relative energy (zero: lowest compared OMol25 entry of this formula, charge and spin) = 0.0 kcal per mole
Expectation value of S² = 2.0213
Total charge = +1
2S+1 = 3
E_LUMO (spin up / spin down) = -2.8 / -3.5 eV
Maximum force = 0.76 eV/A